[1]
{
  "formula": "C3H9N2",
  "method": "ωB97M-V with the def2-TZVPD basis set",
  "spin_multiplicity": 3,
  "relative_energy_kcal_mol": 120.6,
  "lumo_ev": [-3.1754, -7.7010],
  "orbital_gap_ev": [8.3, 9.7],
  "total_charge": 1,
  "symbols": ["N", "N", "C", "C", "C", "H", "H", "H", "H", "H", "H", "H", "H", "H"],
  "positions_angstrom": [[1.375, -0.064, -0.554], [0.053, -0.089, -0.075], [-0.693, 1.091, -0.364], [-0.727, -1.310, -0.119], [1.177, 0.212, 0.836], [-1.612, 1.204, 0.100], [1.382, 1.120, 1.363], [1.451, -1.143, 1.861], [-1.776, -1.055, -0.335], [-0.816, -1.857, 0.789], [1.547, 0.804, -1.053], [-0.065, 2.090, -0.148], [-0.351, -2.071, -0.911], [-0.946, 1.066, -1.393]],
  "lowdin_spin": [0.17, 0.06, 0.02, 0.03, 0.87, 0.00, 0.05, 0.74, 0.00, 0.02, 0.02, 0.00, 0.00, 0.01]
}

[2]
{
  "formula": "C21H13BF6N5O8S",
  "method": "ωB97M-V with the def2-TZVPD basis set",
  "spin_multiplicity": 1,
  "relative_energy_kcal_mol": 23.7,
  "lumo_ev": 1.6457,
  "orbital_gap_ev": 5.0,
  "total_charge": -1,
  "symbols": ["S", "F", "F", "F", "F", "F", "F", "O", "O", "O", "O", "O", "O", "O", "O", "N", "N", "N", "N", "N", "C", "C", "C", "C", "C", "C", "C", "C", "C", "C", "C", "C", "C", "C", "C", "C", "C", "C", "C", "C", "C", "B", "H", "H", "H", "H", "H", "H", "H", "H", "H", "H", "H", "H", "H"],
  "positions_angstrom": [[1.998, 0.162, 2.025], [0.983, 0.193, -4.755], [1.658, -4.261, 0.710], [2.628, -4.900, -1.179], [1.495, -1.927, -5.101], [0.431, -4.788, -1.054], [3.078, -0.466, -4.664], [-1.728, 1.536, 3.252], [-2.542, 1.303, -4.287], [-1.585, -2.246, -2.386], [-3.986, 1.109, 2.517], [-4.668, 2.392, 0.767], [-4.083, 2.925, -3.931], [-2.929, -0.276, 4.188], [-1.348, -2.286, -0.207], [-1.538, -1.661, -1.283], [-3.345, 2.104, -3.413], [-1.922, 0.286, -3.657], [-3.900, 1.254, 1.130], [-4.356, 2.841, -0.493], [-1.700, -0.244, -1.177], [1.618, -1.113, -2.879], [-2.187, 0.503, -2.334], [-2.773, 1.295, 0.279], [3.180, 1.423, 2.045], [-0.766, 0.732, 3.963], [1.838, 1.882, 0.136], [1.680, -2.441, -2.476], [1.589, -4.175, -0.657], [-1.673, 0.358, 0.120], [-2.993, 1.627, -2.153], [1.791, -0.825, -4.347], [1.270, 0.629, 0.446], [-1.530, -0.480, 4.487], [-3.298, 2.044, -0.841], [1.291, -0.406, -0.577], [4.332, 1.557, 2.984], [1.520, -1.740, -0.172], [1.355, -0.092, -1.970], [1.614, -2.745, -1.119], [2.876, 2.296, 1.007], [-2.918, 0.829, 3.371], [1.283, 0.952, -2.311], [1.627, -2.013, 0.885], [-1.177, -0.148, 0.980], [1.725, -3.229, -3.216], [0.009, 0.452, 3.230], [3.465, 3.195, 0.853], [-1.261, -1.399, 3.932], [1.556, 2.442, -0.753], [4.959, 2.409, 2.676], [-1.321, -0.585, 5.572], [4.990, 0.675, 3.019], [-0.286, 1.285, 4.811], [3.973, 1.757, 4.004]],
  "nbo_charge": [0.39, -0.32, -0.33, -0.34, -0.33, -0.31, -0.34, -0.69, -0.18, -0.48, -0.54, -0.23, -0.41, -0.68, -0.53, 0.48, 0.40, -0.11, 0.14, -0.11, -0.16, -0.16, 0.19, 0.02, -0.17, -0.11, -0.18, -0.17, 0.97, -0.21, -0.07, 0.98, -0.18, -0.10, 0.16, -0.08, -0.64, -0.18, -0.10, -0.07, -0.28, 1.25, 0.22, 0.24, 0.24, 0.24, 0.20, 0.21, 0.19, 0.23, 0.23, 0.18, 0.23, 0.17, 0.22]
}

[3]
{
  "formula": "C5H7NO",
  "method": "ωB97M-V with the def2-TZVPD basis set",
  "spin_multiplicity": 1,
  "relative_energy_kcal_mol": 62.6,
  "lumo_ev": 0.9956,
  "orbital_gap_ev": 10.4,
  "smiles": "[H]/N=C/OCCC#C",
  "symbols": ["O", "N", "C", "C", "C", "C", "C", "H", "H", "H", "H", "H", "H", "H"],
  "positions_angstrom": [[-1.766, -0.496, -0.129], [-0.741, 1.056, 1.133], [-0.523, -1.215, 0.042], [2.550, 0.879, -0.047], [1.629, 0.179, -0.386], [0.575, -0.704, -0.913], [-1.750, 0.708, 0.462], [-0.806, -2.233, -0.215], [-2.669, 1.273, 0.275], [1.070, -1.573, -1.362], [0.064, -0.193, -1.737], [-0.801, 1.981, 1.526], [3.343, 1.522, 0.273], [-0.175, -1.184, 1.079]],
  "nbo_charge": [-0.50, -0.72, -0.08, -0.27, 0.03, -0.52, 0.40, 0.20, 0.16, 0.24, 0.24, 0.36, 0.24, 0.22]
}

[4]
{
  "formula": "C3H4NO2S",
  "method": "ωB97M-V with the def2-TZVPD basis set",
  "spin_multiplicity": 1,
  "relative_energy_kcal_mol": 98.8,
  "lumo_ev": [3.4823, 3.4998],
  "orbital_gap_ev": [7.2, 7.0],
  "total_charge": -1,
  "symbols": ["S", "O", "O", "N", "C", "C", "C", "H", "H", "H", "H"],
  "positions_angstrom": [[-0.071, 0.551, -0.344], [1.275, -1.747, -0.316], [-1.868, 0.215, 1.261], [-0.747, -1.343, 2.575], [0.550, -0.916, 0.107], [-1.564, -0.434, 2.310], [1.060, 0.950, -1.860], [0.560, 1.446, -2.810], [1.398, 0.038, -2.254], [1.927, 1.613, -1.596], [-2.520, -0.373, 2.926]],
  "nbo_charge": [0.36, -0.57, -0.81, -0.48, 0.33, 0.29, -0.81, 0.20, 0.21, 0.20, 0.09]
}